C25H30F2N | ωB97M-V/def2-TZVPD

Calculated values
Largest force on an atom in eV/A: 1.305
Gap between HOMO and LUMO in eV: 5.2
Energy above the lowest of the compared OMol25 structures with the same formula, charge and spin in kJ/mol: 0.0
E in a.u.: -1224.850637
Highest occupied orbital energy in eV: -10.52

The geometry in ORCA input format:
```
! RIJCOSX wB97M-V def2-TZVPD def2/J DEFGRID3
* xyz 1 1
C 3.8073 1.7601 -3.6560
C 3.5115 0.4750 -2.8897
C 2.0195 0.2633 -2.6363
N 1.3549 1.4427 -2.0931
C 0.1727 1.2584 -1.4625
C -0.4663 0.0715 -1.1559
C -1.8838 0.3193 -0.7682
C -1.8780 1.8158 -0.3435
C -0.6466 2.4550 -1.0067
C 1.6589 2.7384 -2.7096
C 3.1431 2.9582 -2.9817
H 4.8867 1.9183 -3.6945
H 3.4429 1.6681 -4.6868
H 3.8853 -0.3937 -3.4401
H 4.0305 0.4977 -1.9250
H 1.5299 -0.0367 -3.5810
H 1.9022 -0.5677 -1.9316
H -0.1357 -0.8956 -1.5381
H -2.5884 0.1846 -1.6104
H -2.2292 -0.3392 0.0325
H -2.8120 2.3218 -0.6114
H -1.7609 1.8746 0.7466
H -0.0940 3.0835 -0.2918
H -0.9453 3.1054 -1.8462
H 1.1006 2.8335 -3.6600
H 1.3042 3.5461 -2.0546
H 3.6495 3.1698 -2.0327
H 3.2461 3.8495 -3.6078
C -0.7064 3.3453 4.3586
C -0.4219 2.1232 3.5704
C -1.2640 1.0151 3.6515
F -2.3772 1.1267 4.4471
C -1.0457 -0.1682 2.9740
C -0.0100 -0.2196 1.9921
C 0.1639 -1.2555 1.0269
C -0.5803 -2.4829 0.9818
C -1.9763 -2.5527 1.2571
C -2.6510 -3.7423 1.0485
F -3.9966 -3.7835 1.3102
C -2.0452 -4.9040 0.5840
C -2.8557 -6.1257 0.3598
C -0.6604 -4.8526 0.3533
C 0.0560 -3.6865 0.5557
C 0.8998 0.8808 1.9636
C 0.6897 2.0131 2.7185
H 0.1654 4.0027 4.3347
H -1.5552 3.9045 3.9475
H -0.9384 3.1157 5.4044
H -1.6620 -1.0399 3.1892
H 1.1515 -1.2850 0.5519
H -2.5312 -1.6772 1.5892
H -2.2398 -6.8825 -0.1280
H -3.2354 -6.5513 1.2959
H -3.7193 -5.9224 -0.2823
H -0.1616 -5.7603 0.0100
H 1.1344 -3.6707 0.3903
H 1.7749 0.8093 1.3128
H 1.3925 2.8486 2.6672
*
```

Atomic partial charges in e from the Löwdin method, atoms 1 to 2: C -0.20; C -0.18

=====

C25H30FN5O6S3ScSi | ωB97M-V/def2-TZVPD

Calculated values
Largest force on an atom in eV/A: 0.608
Gap between HOMO and LUMO in eV: 7.1
Energy above the lowest of the compared OMol25 structures with the same formula, charge and spin in kJ/mol: 0.0
E in a.u.: -4040.893699
Highest occupied orbital energy in eV: -4.80

The geometry in ORCA input format:
```
! RIJCOSX wB97M-V def2-TZVPD def2/J DEFGRID3
* xyz -1 1
Sc 0.6198 -0.1813 -0.6067
C 2.0271 3.1080 4.6441
C 2.7007 3.1404 3.2780
N 2.9489 1.8073 2.7485
C 2.0047 1.1159 2.0569
S 2.5176 -0.3101 1.2510
N 0.7798 1.6074 2.1068
N -0.0941 0.9698 1.2958
C -1.3393 1.2515 1.4600
C -1.8249 2.1799 2.5290
C -2.2810 0.6267 0.5278
C -3.6542 0.6369 0.7423
C -4.4847 -0.0011 -0.1624
C -3.9275 -0.6162 -1.2701
C -2.5532 -0.5608 -1.4276
N -1.7491 0.0300 -0.5482
H 1.8561 4.1235 5.0113
H 2.6475 2.5770 5.3679
H 1.0683 2.5957 4.5686
H 3.6646 3.6464 3.3506
H 2.0848 3.7000 2.5727
H 3.8900 1.5607 2.4937
H -1.0395 2.8961 2.7560
H -2.0471 1.6287 3.4491
H -2.7256 2.7074 2.2152
H -4.0626 1.1163 1.6207
H -5.5555 -0.0167 -0.0020
H -4.5331 -1.1214 -2.0095
H -2.0736 -0.9833 -2.3001
C 0.0626 -4.2517 2.4271
Si -0.5237 -2.4935 2.0517
C -2.3935 -2.3603 2.3928
C 0.2526 -1.4991 3.4361
N -0.1560 -2.1084 0.3909
C -0.6643 -2.9949 -0.5228
C -1.6591 -3.9911 -0.3627
C -2.0789 -4.7955 -1.4145
C -1.5507 -4.6728 -2.6914
C -0.5683 -3.7084 -2.9041
C -0.1838 -2.9394 -1.8417
F 0.7698 -1.9717 -2.0480
H -0.3142 -4.5787 3.4018
H 1.1551 -4.2376 2.4839
H -0.2225 -4.9966 1.6835
H -2.5959 -1.4808 3.0126
H -2.7706 -3.2333 2.9361
H -2.9767 -2.2598 1.4739
H -0.1535 -1.9492 4.3527
H -0.0053 -0.4412 3.4480
H 1.3391 -1.5857 3.4627
H -2.1225 -4.1392 0.6033
H -2.8474 -5.5354 -1.2211
H -1.8884 -5.3035 -3.5027
H -0.1055 -3.5427 -3.8685
O 3.5464 2.0890 -0.9496
S 3.3972 1.1353 -2.0179
O 4.6088 0.5482 -2.5333
O 2.3679 0.0997 -1.7492
C 2.7119 2.0737 -3.3960
C 3.6484 2.5303 -4.3144
C 3.2787 3.3268 -5.3865
C 1.9480 3.6782 -5.5519
C 1.0045 3.2248 -4.6448
C 1.3721 2.4245 -3.5695
S 0.0060 1.8779 -2.5427
O -1.1183 2.6823 -2.9381
O 0.3989 2.0197 -1.1261
O -0.1455 0.4318 -2.7833
H 4.6803 2.2380 -4.1730
H 4.0319 3.6658 -6.0863
H 1.6367 4.3009 -6.3810
H -0.0374 3.4889 -4.7553
*
```

Atomic partial charges in e from the Löwdin method, atoms 1 to 2: Sc 0.92; C -0.10

=====

C25H30GeN5Ru | ωB97M-V/def2-TZVPD

Calculated values
Largest force on an atom in eV/A: 1.315
Gap between HOMO and LUMO (spin up / spin down) in eV: 5.8 / 7.0
Energy above the lowest of the compared OMol25 structures with the same formula, charge and spin in kJ/mol: 144.7
E in a.u.: -3416.178064
Highest occupied orbital energy (spin up / spin down) in eV: -5.43 / -6.65

The geometry in ORCA input format:
```
! RIJCOSX wB97M-V def2-TZVPD def2/J DEFGRID3
* xyz 0 2
Ru 0.5878 -1.2036 0.9474
C 0.6184 -3.1349 1.8782
C 0.6088 -2.1688 2.9123
C 1.8437 -1.4538 2.8736
C 2.5950 -1.9578 1.7974
C 1.8441 -2.9920 1.1633
H -0.1544 -3.8609 1.6790
H -0.1863 -2.0137 3.6251
H 2.1554 -0.6950 3.5749
H 3.5566 -1.5947 1.4688
H 2.1632 -3.5979 0.3305
C 2.4963 2.3698 0.5864
N 1.6984 1.9010 1.6705
C 0.6153 2.6656 2.1979
C -0.6810 1.8992 2.1777
N -0.7977 0.6205 1.9690
C -2.1525 0.3394 2.1578
C -2.8471 -0.8627 2.0485
C -4.2098 -0.8374 2.2757
C -4.8809 0.3497 2.6023
C -4.2055 1.5500 2.7178
C -2.8348 1.5130 2.4943
N -1.8641 2.4981 2.4979
C 2.5631 1.3741 -0.5388
N 2.0722 0.1693 -0.5261
C 2.4618 -0.4052 -1.7391
C 2.1981 -1.6657 -2.2676
C 2.6926 -1.9490 -3.5266
C 3.4293 -1.0066 -4.2578
C 3.6953 0.2503 -3.7487
C 3.2004 0.5233 -2.4799
N 3.2490 1.6535 -1.6852
H 3.5338 2.5951 0.8795
H 2.0826 3.3097 0.2110
H 2.1329 1.2563 2.3037
H 0.5075 3.5941 1.6313
H 0.7822 2.9682 3.2426
H -2.3200 -1.7626 1.7652
H -4.7799 -1.7536 2.1921
H -5.9505 0.3263 2.7652
H -4.7230 2.4680 2.9640
H -1.9991 3.4721 2.7027
H 1.5971 -2.3674 -1.7060
H 2.4989 -2.9179 -3.9681
H 3.7939 -1.2671 -5.2428
H 4.2573 0.9816 -4.3152
H 3.7094 2.5196 -1.9018
C -0.3156 0.7321 -2.8639
Ge -1.5149 -0.2942 -1.6714
C -2.6441 -1.3899 -2.8654
C -2.7050 1.1062 -0.9418
C -0.6918 -1.5112 -0.4027
H -0.9515 1.3367 -3.5153
H 0.3139 0.0948 -3.4860
H 0.3231 1.4104 -2.2939
H -3.1759 -0.7846 -3.6015
H -3.3808 -1.9397 -2.2765
H -2.0273 -2.1147 -3.4003
H -3.0925 1.6810 -1.7862
H -2.1525 1.7918 -0.2945
H -3.5456 0.6969 -0.3814
H -1.0930 -2.5154 -0.6191
*
```

Atomic partial charges in e from the Löwdin method, atoms 1 to 2: Ru 1.00; C -0.24